Here is a cluster of 2 separate species, C5H9NO in total from the OMol25 dataset. Energies are from ωB97M-V/def2-TZVPD.

Each line ends with the Löwdin charge.
CARTESIAN COORDINATES (ANGSTROEM)
C1 0.45393 -1.73145 1.05917  0.05
C2 0.65724 -0.75294 0.19804  -0.39
N1 1.47845 -0.24730 -0.81778  0.10
C3 0.25573 0.49590 -0.40552  -0.28
C4 -0.89334 0.51818 -1.37601  -0.12
C5 -2.20205 0.66620 -0.63930  -0.25
O1 -2.29131 0.75475 0.56306  0.05
H1 -0.44563 -1.71593 1.66490  0.06
H2 1.15523 -2.54991 1.18150  0.06
H3 1.76592 0.38947 2.11338  0.04
H4 2.17623 1.01216 2.07761  0.06
H5 2.33895 0.17972 -0.47773  0.10
H6 0.39035 1.39819 0.19142  0.14
H7 -0.91846 -0.42528 -1.93735  0.13
H8 -0.80879 1.31962 -2.12246  0.12
H9 -3.11245 0.68860 -1.27294  0.12

Cartesian forces (eV/Å) of the 6 atoms listed first:
0.022 0.089 -0.125
-0.079 -0.149 0.148
0.208 -0.101 -0.001
-0.190 0.150 0.128
0.047 -0.023 0.023
-0.064 0.046 0.327

Summary:
SMILES = C=C1N[C@H]1CC=O.[H][H]
LUMO level = 1.08 eV
E_tot = -325.79349 hartree
highest occupied orbital energy = -9.19 eV
Kohn-Sham gap = 10.3 eV